[1]
The following is a DFT calculation (ωB97M-V with the def2-TZVPD basis set) of 2 unconnected molecules or ions with the total composition C3H9N3O at a distorted geometry.

```
! RIJCOSX wB97M-V def2-TZVPD def2/J DEFGRID3
* xyz 2 1
C -0.0618 1.9484 0.2002
C -0.3436 -0.3579 0.5009
C 0.7277 -2.6792 -0.7816
N -0.1488 3.1475 -0.3858
N -0.2517 -0.2803 1.8119
N -0.6131 0.8228 -0.2209
O 0.1247 -3.1718 -1.7954
H 0.6230 1.8940 1.0780
H 0.6066 -2.8273 0.2840
H 1.5964 -1.8810 -1.0563
H 0.4115 3.9110 -0.1093
H -0.8124 3.2481 -1.2111
H -0.0124 -1.0849 2.3816
H -0.3540 0.6553 2.1665
H -1.1508 0.6973 -1.1261
H -0.3413 -4.0418 -1.7366
*
```

Summary:
- Orbital gap (alpha / beta): 8.8 / 8.8 eV
- Energy relative to the best compared isomer or geometry (same formula, charge and spin): 1.7762 eV
- Electronic energy: -358.46558 a.u.

=====

[2]
The following is a DFT calculation (ωB97M-V with the def2-TZVPD basis set) of C3H9N3O2 in the gas phase at a distorted geometry.

```
! RIJCOSX wB97M-V def2-TZVPD def2/J DEFGRID3
* xyz 0 1
N -1.4771 -1.8292 -0.1270
C -1.5726 -0.3944 -0.3873
C -0.1910 0.2270 -0.6088
O 0.2719 0.2591 -1.7930
C 0.1976 1.3601 0.3040
O -0.6085 1.7107 1.3446
N 1.3080 0.1247 0.6955
N 2.1885 -0.6850 -0.0828
H -0.9344 -1.9742 0.7258
H -0.9427 -2.2552 -0.8851
H -2.1763 -0.2232 -1.2834
H -2.1861 0.0633 0.3947
H 0.7498 2.1796 -0.1542
H -0.9088 2.6275 1.2331
H 1.0505 -0.3077 1.5829
H 3.1571 -0.4323 0.1202
H 2.0740 -0.4507 -1.0791
*
```

Summary:
- Orbital gap: 8.9 eV
- Energy relative to the best compared isomer or geometry (same formula, charge and spin): 5.5583 eV
- Structure (SMILES): NCC(=O)[C@@H](O)NN
- Electronic energy: -434.32190 a.u.

=====

[3]
The following is a DFT calculation (ωB97M-V with the def2-TZVPD basis set) of 3 unconnected molecules or ions with the total composition C3H9N3O2 at a distorted geometry.

```
! RIJCOSX wB97M-V def2-TZVPD def2/J DEFGRID3
* xyz 0 1
C 2.8979 0.1188 0.5225
C 1.0689 -2.4807 -0.3611
C 0.3166 -0.3668 -1.1713
N -2.9535 2.3669 0.9900
N -0.4989 0.6690 -1.0071
N 0.4515 -1.1986 -0.1299
O 3.2442 0.2374 -0.5449
O 2.3405 0.0533 1.4972
H 2.0127 -2.5942 0.2125
H 0.4407 -3.2781 -0.0715
H 1.6152 -2.5206 -1.3579
H -3.0158 1.7732 0.1623
H -3.7398 2.4054 1.5841
H -0.9155 1.1311 -0.0837
H -0.5100 1.3768 -1.7529
H -0.0282 -0.9442 0.7813
H -2.7267 3.2515 0.7303
*
```

Summary:
- Orbital gap: 8.7 eV
- Energy relative to the best compared isomer or geometry (same formula, charge and spin): 3.2365 eV
- Electronic energy: -434.40723 a.u.

=====

[4]
The following is a DFT calculation (ωB97M-V with the def2-TZVPD basis set) of a molecular structure, C3H9N3OS at a distorted geometry.

```
! RIJCOSX wB97M-V def2-TZVPD def2/J DEFGRID3
* xyz 0 1
C -2.3035 0.4931 -0.0419
C 0.1986 0.8563 -0.1726
C 1.6972 -0.9113 0.6639
H -2.7593 0.6624 -1.0726
H -2.5490 1.4839 0.4656
H -3.0079 -0.2835 0.5865
H -0.0902 -1.3017 -1.3063
H -1.9392 -1.5268 -0.5454
H 2.7736 -1.2608 0.2548
H 0.9846 -1.6532 0.8124
H 1.9276 -0.4227 1.7142
H 2.6128 1.7875 -0.3030
N -0.8822 0.0452 -0.0797
N -0.7089 -1.3181 -0.2545
N 1.4030 0.0815 -0.2658
O 2.6050 0.8439 -0.5910
S 0.0381 2.4243 0.1353
*
```

Summary:
- Orbital gap: 8.8 eV
- Energy relative to the best compared isomer or geometry (same formula, charge and spin): 5.9958 eV
- Electronic energy: -757.18768 a.u.

=====

[5]
The following is a DFT calculation (ωB97M-V with the def2-TZVPD basis set) of a gas-phase ion, C3H9N4 (charge +1) at a distorted geometry.

```
! RIJCOSX wB97M-V def2-TZVPD def2/J DEFGRID3
* xyz 1 1
C 0.5716 2.0426 0.1794
C 0.2426 1.5256 -1.1411
C 0.3864 0.0468 1.4972
N 0.6070 1.4372 1.2651
N 0.3194 -0.8119 0.2959
N 0.1109 -2.1784 0.5447
N -0.5921 -0.2527 -0.6609
H 0.8232 3.1902 0.1871
H -0.5188 2.1074 -1.5732
H 1.1101 1.2206 -1.7839
H 1.1317 -0.3975 2.1254
H -0.5328 -0.0419 2.0205
H -0.8242 -2.4294 0.4498
H 0.8195 -2.8042 0.1003
H -1.6253 -0.2521 -0.3784
H -0.5963 -0.6317 -1.6632
*
```

Summary:
- Orbital gap: 8.8 eV
- Energy relative to the best compared isomer or geometry (same formula, charge and spin): 5.4842 eV
- Electronic energy: -338.31931 a.u.

=====

[6]
The following is a DFT calculation (ωB97M-V with the def2-TZVPD basis set) of a gas-phase ion, C3H9N4 (charge +1) at a distorted geometry.

```
! RIJCOSX wB97M-V def2-TZVPD def2/J DEFGRID3
* xyz 1 1
N -1.8016 0.8976 0.6184
C -0.7773 0.4845 -0.3055
C -0.9281 -0.9506 -0.8386
C -0.0802 -1.7447 -0.2398
N 0.7449 -0.9349 0.7185
N 0.5051 0.4383 0.4264
N 1.7690 0.8109 -0.5108
H -2.3377 1.8283 0.3385
H -2.4319 0.1632 0.9042
H -0.6396 1.1603 -1.1453
H -1.6323 -1.3187 -1.5259
H 0.3621 -2.7878 -0.0995
H 0.2764 -1.1319 1.6608
H 1.6948 -1.1213 0.6438
H 1.8895 1.7788 -0.2243
H 1.4601 0.7111 -1.5116
*
```

Summary:
- Orbital gap: 10.7 eV
- Energy relative to the best compared isomer or geometry (same formula, charge and spin): 4.4443 eV
- Structure (SMILES): N[C@@H]1C=C[NH2+]N1N
- Electronic energy: -338.35752 a.u.

=====

[7]
The following is a DFT calculation (ωB97M-V with the def2-TZVPD basis set) of 2 unconnected molecules or ions with the total composition C3H9N4S at a distorted geometry.

```
! RIJCOSX wB97M-V def2-TZVPD def2/J DEFGRID3
* xyz 1 1
C -1.6041 0.0622 0.2681
C 0.3493 0.0450 -0.6710
C -1.5038 -0.7947 -2.0744
N -0.8441 0.6778 1.1112
N -0.9443 -0.3397 -0.8568
N 1.3994 -0.0092 -1.4903
N 0.4155 0.4577 0.5892
S 1.8199 1.0549 3.7270
H -2.6435 0.1092 0.4154
H -2.0231 -0.0210 -2.5545
H -0.6737 -1.1834 -2.7303
H -2.2594 -1.6263 -1.9561
H 1.3813 -0.3335 -2.5360
H 2.2544 -0.0646 -1.0242
H 1.1742 0.9285 1.0103
H 1.2739 1.2051 4.9287
H 2.4282 -0.1679 3.8436
*
```

Summary:
- Orbital gap: 9.5 eV
- Energy relative to the best compared isomer or geometry (same formula, charge and spin): 0.8832 eV
- Electronic energy: -736.65804 a.u.

=====

[8]
The following is a DFT calculation (ωB97M-V with the def2-TZVPD basis set) of 2 unconnected molecules or ions with the total composition C3H9N4S2 at a distorted geometry.

```
! RIJCOSX wB97M-V def2-TZVPD def2/J DEFGRID3
* xyz 1 3
C 0.0941 -0.2828 -1.2478
C -1.2118 -0.1555 -0.7694
C 1.1418 -0.4209 -0.3253
N -1.4854 -0.8973 0.3863
N 0.7861 -0.9372 0.8836
N -2.0302 0.7052 -1.3983
N -0.4363 -1.6320 0.9405
S 1.4349 2.0193 0.8904
S 2.8556 -0.2681 -0.7068
H 0.5266 0.0298 -2.2660
H -2.2689 -0.8415 1.0639
H 1.0758 -0.7243 1.8464
H -1.7163 1.2557 -2.2375
H -2.8764 0.9490 -0.9286
H 1.3375 1.7977 2.1923
H -0.4081 -2.4790 0.3879
H 0.1091 2.0724 0.7024
H 3.0719 -0.1906 0.5859
*
```

Summary:
- Orbital gap (alpha / beta): 6.9 / 5.5 eV
- Energy relative to the best compared isomer or geometry (same formula, charge and spin): 1.4512 eV
- Electronic energy: -1134.65210 a.u.

=====

[9]
The following is a DFT calculation (ωB97M-V with the def2-TZVPD basis set) of C3H9N5 in the gas phase at a distorted geometry.

```
! RIJCOSX wB97M-V def2-TZVPD def2/J DEFGRID3
* xyz 0 1
N -1.4412 1.5179 0.4765
N -2.4775 0.7968 -0.3387
C -2.2439 -0.4915 -0.3287
C -0.9199 -1.2070 0.1253
N 0.3300 -0.5830 -0.4138
C 1.5234 -0.7854 0.2431
N 2.5877 -0.1380 0.3870
N 2.6720 1.1022 -0.4495
H -1.9584 2.6025 0.4536
H -1.7036 0.8387 1.4714
H -2.8241 -1.3376 -0.9281
H -0.9979 -2.0770 -0.5408
H -0.7490 -1.4419 1.2028
H 0.2779 0.3931 -0.7876
H 1.4040 -1.5314 1.0750
H 2.9173 0.6217 -1.5444
H 3.6033 1.7199 -0.1031
*
```

Summary:
- Orbital gap: 8.8 eV
- Energy relative to the best compared isomer or geometry (same formula, charge and spin): 6.8173 eV
- Structure (SMILES): N/N=C\CN/C=N\N
- Electronic energy: -393.26298 a.u.

=====

[10]
The following is a DFT calculation (ωB97M-V with the def2-TZVPD basis set) of C3H9N5 in the gas phase at a distorted geometry.

```
! RIJCOSX wB97M-V def2-TZVPD def2/J DEFGRID3
* xyz 0 1
H 1.2582 -0.2669 2.1455
N 1.6938 -0.8147 1.4148
C 1.0753 -0.8280 0.3057
N 1.5460 -1.5785 -0.7540
N 0.1961 0.4107 -0.2172
C 0.4022 1.7610 0.2526
C -1.0188 -0.1708 -0.3160
N -2.1681 0.5712 -0.3408
N -0.9187 -1.4446 -0.0661
H -1.6720 -2.0524 -0.3681
H 0.9294 -1.4919 -1.5563
H 2.4187 -2.0349 -0.5296
H 1.3122 1.7624 0.8584
H 0.5247 2.4431 -0.5943
H -0.4101 2.1378 0.8826
H -2.1343 1.5220 -0.6566
H -3.0346 0.0746 -0.4604
*
```

Summary:
- Orbital gap: 9.0 eV
- Energy relative to the best compared isomer or geometry (same formula, charge and spin): 1.9901 eV
- Structure (SMILES): [H]/N=C(/N)N(C)/C(N)=N/[H]
- Electronic energy: -393.44038 a.u.

=====

[11]
The following is a DFT calculation (ωB97M-V with the def2-TZVPD basis set) of a molecular structure, C3H9N5 at a distorted geometry.

```
! RIJCOSX wB97M-V def2-TZVPD def2/J DEFGRID3
* xyz 0 1
C 2.7727 0.2764 -0.0265
C 1.3710 -0.2404 0.0920
C -0.9665 0.7370 -0.0598
H 2.7986 1.5095 0.6015
H 3.6179 -0.4096 -0.0410
H 2.4524 0.6040 -1.2501
H 1.6757 -2.3673 -0.0916
H 0.8858 1.8205 0.1875
H -2.3447 1.6076 -0.5104
H -1.0579 -1.3627 0.8078
H -3.2121 -1.9881 -0.4687
H -3.5790 -0.2908 1.1239
N 0.9748 -1.4675 -0.3170
N 0.5557 0.8006 0.2359
N -1.3977 1.8714 -0.3134
N -1.5957 -0.3805 0.2317
N -2.9510 -0.7202 -0.2017
*
```

Summary:
- Orbital gap: 8.5 eV
- Energy relative to the best compared isomer or geometry (same formula, charge and spin): 9.4580 eV
- Electronic energy: -393.16594 a.u.

=====

[12]
The following is a DFT calculation (ωB97M-V with the def2-TZVPD basis set) of C3H9N5O in the gas phase at a distorted geometry.

```
! RIJCOSX wB97M-V def2-TZVPD def2/J DEFGRID3
* xyz 0 1
N -0.2066 1.8054 1.4533
N 0.3439 2.0015 0.3026
C -0.7079 -0.6698 -0.7646
N -0.9877 -1.7811 -0.0126
N 1.6630 -0.8441 0.1439
C 0.8157 1.2791 -0.6863
C 0.7551 -0.2153 -0.8037
O -0.3640 0.4243 1.7798
N -1.5221 -0.0405 -1.4988
H -0.8051 0.4688 2.6350
H 0.4237 3.0094 0.1842
H -1.9636 -1.9687 0.1614
H -0.3773 -1.9826 0.7631
H -2.4777 -0.3897 -1.4644
H 1.6672 -1.8490 0.0277
H 1.3917 -0.6190 1.0917
H 1.2273 1.8382 -1.5058
H 1.1244 -0.4669 -1.8066
*
```

Summary:
- Orbital gap: 8.0 eV
- Energy relative to the best compared isomer or geometry (same formula, charge and spin): 3.3354 eV
- Electronic energy: -468.60361 a.u.

=====

[13]
The following is a DFT calculation (ωB97M-V with the def2-TZVPD basis set) of a molecular structure, C3H9N5O at a distorted geometry.

```
! RIJCOSX wB97M-V def2-TZVPD def2/J DEFGRID3
* xyz 0 1
C 0.6036 2.0712 0.4118
C 1.2584 -0.2259 -0.0857
C -1.1070 0.4371 -0.1250
H 1.8356 2.1636 0.0750
H -0.0391 2.8787 -0.4651
H 0.2630 1.8479 1.6478
H 2.1268 -1.6378 -0.8396
H 0.3424 -1.9875 -1.2792
H 2.2681 1.2947 0.2574
H -2.9335 0.9868 -0.4883
H -2.4860 -0.8575 -0.3158
H -0.1999 -2.3131 0.5358
N 0.2164 0.8024 -0.1585
N 1.1850 -1.5547 -0.5023
N 2.4185 0.0379 0.1412
N -1.9994 1.3105 -0.3393
N -1.4340 -0.8908 -0.1882
O -1.0516 -1.7509 0.8744
*
```

Summary:
- Orbital gap: 9.6 eV
- Energy relative to the best compared isomer or geometry (same formula, charge and spin): 7.2669 eV
- Electronic energy: -468.45914 a.u.

=====

[14]
The following is a DFT calculation (ωB97M-V with the def2-TZVPD basis set) of a molecular structure, C3H9N5P4 at a distorted geometry.

```
! RIJCOSX wB97M-V def2-TZVPD def2/J DEFGRID3
* xyz 0 1
C -0.0681 -3.1356 0.2533
C 0.1560 3.0482 1.1642
C 0.5422 -1.7769 0.2487
N 0.3638 0.1286 -3.0111
N -2.0933 -0.0585 -2.1848
N 0.7086 2.3713 -1.5637
N -1.8926 2.0895 -0.6937
N -0.0660 -0.6763 0.2395
P -0.7882 -0.9142 -2.5553
P -2.2961 1.5498 -2.2642
P 0.0402 1.7177 -2.9673
P -0.3851 2.3886 -0.4238
H -1.1476 -3.0783 0.3792
H 0.1478 -3.6142 -0.7039
H 0.3653 -3.7516 1.0402
H -0.4964 3.8733 1.4409
H 0.0993 2.2598 1.9107
H 1.1826 3.3792 1.0355
H 1.6308 -1.7311 0.2179
H 0.9308 2.2422 -3.8914
H -1.0861 -0.7616 0.2694
*
```

Summary:
- Orbital gap: 8.6 eV
- Energy relative to the best compared isomer or geometry (same formula, charge and spin): 0.0000 eV
- Electronic energy: -1758.92093 a.u.

=====

[15]
The following is a DFT calculation (ωB97M-V with the def2-TZVPD basis set) of 2 unconnected molecules or ions with the total composition C3H9N7O2 at a distorted geometry.

```
! RIJCOSX wB97M-V def2-TZVPD def2/J DEFGRID3
* xyz 0 1
O 3.1990 -0.4013 -0.7266
C 2.3652 -0.1473 -1.6074
N 1.9324 1.0476 -2.1285
N 0.7997 0.9110 -2.6764
N 0.3950 -0.3823 -2.5683
N 1.6163 -1.1097 -2.2917
H -0.0624 -0.7273 -3.4325
H 1.3799 -1.9283 -1.7407
C -0.0284 1.1413 1.1451
N -1.2354 0.3439 0.9983
N -1.9381 0.4781 -0.2081
C -1.5017 -0.7669 1.7946
N -0.7621 -0.8439 2.9375
O -2.3685 -1.6146 1.5398
H 0.8651 0.5313 0.9679
H -0.0441 1.9648 0.4013
H 0.0364 1.5602 2.1534
H -2.6015 1.2505 -0.1078
H -1.2793 0.7513 -0.9392
H -0.8736 -1.7059 3.4375
H 0.1061 -0.3524 3.0518
*
```

Summary:
- Orbital gap: 8.3 eV
- Structure (SMILES): O=c1nn[nH][nH]1.CN(N)C(N)=O
- Electronic energy: -653.40107 a.u.